i | The following is a quantum chemistry calculation of a 3-piece molecular cluster, C3H10NO4 overall, from the Open Molecules 2025 dataset.

Calculated values
Orbital gap   8.60 eV
LUMO energy   3.760 eV
Molar mass   124.1 g/mol
Total charge   -1
Multiplicity   1

Last columns: bonded neighbours and bond lengths (Å).
Positions of all 18 atoms, in Å:
1 C -1.5873 -1.5136 -0.2705  N2 1.507, C6 1.586, H7 1.019, H8 1.256
2 N -0.5225 -0.7493 0.4729  C1 1.507, C3 1.519, H9 1.082
3 C -0.5920 0.7523 0.2513  N2 1.519, O4 1.210, O5 1.294
4 O -1.7549 1.0716 0.3495  C3 1.210
5 O 0.5521 1.2797 -0.0421  C3 1.294
6 C -1.3792 -3.0857 -0.2279  C1 1.586, H10 1.075, H11 1.113, H12 1.076
7 H -2.4744 -1.0980 0.0103  C1 1.019
8 H -1.4856 -1.1280 -1.4611  C1 1.256
9 H 0.4711 -0.9151 0.0773  N2 1.082
10 H -2.2474 -3.5928 0.1524  C6 1.075
11 H -0.7143 -3.2856 0.6421  C6 1.113
12 H -1.0216 -3.3854 -1.1975  C6 1.076
13 H 2.9815 3.2129 -0.7802  O15 0.908
14 H 1.5896 2.7141 -0.9989  O15 0.986
15 O 2.3656 3.1309 -1.4424  H13 0.908, H14 0.986
16 H 2.0357 1.4799 1.5590  O18 0.985
17 H 1.4367 2.6993 1.3033  O18 1.000
18 O 2.3471 2.4129 1.6024  H16 0.985, H17 1.000

ii | The following is a quantum chemistry calculation of a 3-piece molecular cluster, C3H10NO4 overall, from the Open Molecules 2025 dataset.

Calculated values
Orbital gap   8.11 eV
LUMO energy   3.689 eV
Molar mass   124.1 g/mol
Total charge   -1
Multiplicity   1

Last columns: bonded neighbours and bond lengths (Å).
Positions of all 18 atoms, in Å:
1 O -0.1869 1.5195 -0.1236  C2 1.235
2 C -0.3905 0.3085 -0.2552  O1 1.235, O3 1.270, C4 1.575
3 O -0.7278 -0.5302 0.6372  C2 1.270
4 C -0.2478 -0.2928 -1.7042  C2 1.575, C5 1.517, N6 1.453, H7 1.094
5 C 0.1857 -1.7456 -1.6431  C4 1.517, H8 1.081, H9 1.089, H10 1.093
6 N 0.5904 0.5549 -2.5356  C4 1.453, H11 1.015, H12 1.018
7 H -1.2665 -0.2853 -2.1019  C4 1.094
8 H -0.6675 -2.2983 -1.2758  C5 1.081
9 H 0.5702 -2.1382 -2.5833  C5 1.089
10 H 1.0073 -1.8922 -0.9381  C5 1.093
11 H 0.5983 1.4770 -2.1119  N6 1.015
12 H 1.5605 0.2515 -2.5855  N6 1.018
13 H -1.4498 0.2423 1.8390  O15 1.014
14 H -1.9485 1.6789 1.9458  O15 0.966
15 O -1.7770 0.9202 2.5185  H13 1.014, H14 0.966
16 H 2.0167 -1.5176 2.0815  O18 0.966
17 H 2.5516 -0.1315 1.7477  O18 0.961
18 O 2.0506 -0.6113 2.4132  H16 0.966, H17 0.961

iii | The following is a quantum chemistry calculation of a 3-piece molecular cluster, C3H10NO4 overall, from the Open Molecules 2025 dataset.

Calculated values
Orbital gap   8.28 eV
LUMO energy   3.825 eV
Molar mass   124.1 g/mol
Total charge   -1
Multiplicity   1

Last columns: bonded neighbours and bond lengths (Å).
Positions of all 18 atoms, in Å:
1 O 2.7198 -0.5308 -2.2800  C2 1.209
2 C 1.7462 -0.0624 -1.7381  O1 1.209, C3 1.490, H7 1.104
3 C 1.4787 -0.2272 -0.2817  C2 1.490, N4 1.474, H8 1.123, H9 1.116
4 N 0.9505 0.9968 0.3470  C3 1.474, C5 1.522, H10 1.005
5 C -0.5599 1.1076 0.1988  N4 1.522, O6 1.385, H11 1.092, H12 1.094
6 O -1.1417 -0.1309 0.4114  C5 1.385
7 H 1.0514 0.6318 -2.2421  C2 1.104
8 H 2.3969 -0.4406 0.3290  C3 1.123
9 H 0.8401 -1.1213 -0.0850  C3 1.116
10 H 1.1666 0.9339 1.3268  N4 1.005
11 H -0.8109 1.4803 -0.7967  C5 1.092
12 H -0.9047 1.7888 0.9822  C5 1.094
13 H 0.0346 -0.9956 2.8433  O15 0.965
14 H -1.1906 -0.4616 1.9883  O15 1.021
15 O -0.7469 -0.4329 2.9074  H13 0.965, H14 1.021
16 H -1.6964 -0.9482 -0.9211  O18 1.015
17 H -2.9422 -0.4177 -1.3624  O18 0.969
18 O -2.3914 -1.1701 -1.6272  H16 1.015, H17 0.969

Of them, the most stable is ii and the least stable is iii.

i | The following is a quantum chemistry calculation of a 2-piece molecular cluster, C5H8N2S overall, from the Open Molecules 2025 dataset.

Calculated values
Orbital gap   8.87 eV
Structure (SMILES)   S=CN1CC1.C1=NC1
LUMO energy   0.383 eV
Molar mass   128.2 g/mol
Total charge   0
Multiplicity   1

Last columns: bonded neighbours and bond lengths (Å).
Positions of all 16 atoms, in Å:
1 S 0.2902 2.1740 0.0125  C2 1.614
2 C 0.7428 0.7767 0.6810  S1 1.614, N3 1.347, H6 1.022
3 N 1.7521 -0.0307 0.3021  C2 1.347, C4 1.386, C5 1.402
4 C 2.3240 -0.5925 -0.8284  N3 1.386, C5 1.426, H7 1.117, H8 1.043
5 C 1.9227 -1.4221 0.2601  N3 1.402, C4 1.426, H9 1.107, H10 1.048
6 H 0.1207 0.4223 1.4103  C2 1.022
7 H 3.3803 -0.2428 -0.9237  C4 1.117
8 H 1.6991 -0.6688 -1.6594  C4 1.043
9 H 1.0324 -2.0615 0.1019  C5 1.107
10 H 2.7049 -1.8506 0.8104  C5 1.048
11 C -2.5043 0.5746 -0.8825  N12 1.279, C13 1.470, H14 1.030
12 N -2.3517 -0.5669 -0.3265  C11 1.279, C13 1.488
13 C -2.6955 0.5657 0.5750  C11 1.470, N12 1.488, H15 1.070, H16 1.028
14 H -2.8106 1.1785 -1.6587  C11 1.030
15 H -1.9729 1.1201 1.1357  C13 1.070
16 H -3.6341 0.6239 0.9901  C13 1.028

ii | The following is a quantum chemistry calculation of C5H8N2S in the gas phase, from the Open Molecules 2025 dataset.

Calculated values
Orbital gap   7.06 eV
LUMO energy   0.375 eV
Molar mass   128.2 g/mol
Total charge   0
Multiplicity   1

Last columns: bonded neighbours and bond lengths (Å).
Positions of all 16 atoms, in Å:
1 C 1.7357 1.1757 -0.1506  C2 1.404, N6 1.305, H9 1.070
2 C 0.3946 1.5901 -0.1734  C1 1.404, N7 1.355, H10 1.112
3 C 0.0651 -0.5909 0.2953  C4 1.408, N7 1.292
4 C -0.0922 -1.9819 0.1493  C3 1.408, H11 1.161, H12 1.108, H13 1.191
5 C -1.8773 0.8051 0.0001  N7 1.447, H14 1.078, H15 1.217, H16 1.041
6 N 1.9940 -0.0961 -0.0165  C1 1.305, S8 1.588
7 N -0.4550 0.5430 -0.0412  C2 1.355, C3 1.292, C5 1.447
8 S 3.0169 -1.2979 0.1633  N6 1.588
9 H 2.5672 1.8110 0.0732  C1 1.070
10 H -0.1601 2.5302 -0.3859  C2 1.112
11 H 0.7922 -2.2916 -0.5357  C4 1.161
12 H -0.1757 -2.4497 1.1500  C4 1.108
13 H -1.1603 -2.1536 -0.3499  C4 1.191
14 H -2.0861 1.6819 -0.5914  C5 1.078
15 H -2.3261 -0.1778 -0.5602  C5 1.217
16 H -2.2329 0.9024 0.9736  C5 1.041

Of them, the most stable is i and the least stable is ii.

i | The following is a quantum chemistry calculation of a 2-piece molecular cluster, C3H9O overall, from the Open Molecules 2025 dataset.

Calculated values
Orbital gap   6.16 eV
LUMO energy   4.088 eV
Molar mass   61.1 g/mol
Total charge   -1
Multiplicity   1

Last columns: bonded neighbours and bond lengths (Å).
Positions of all 13 atoms, in Å:
1 O 2.0586 1.4511 -0.8436  H2 0.958
2 H 2.3589 2.3041 -1.1606  O1 0.958
3 C -1.7632 0.2487 0.0667  C4 1.557, H6 1.095, H7 1.092, H8 1.096
4 C -0.2746 -0.2093 0.0745  C3 1.557, C5 1.531, H9 1.082, H10 1.080
5 C -0.0455 -1.5858 0.7048  C4 1.531, H11 1.089, H12 1.101, H13 1.092
6 H -2.3317 -0.4278 -0.5803  C3 1.095
7 H -1.8191 1.2910 -0.2544  C3 1.092
8 H -2.2435 0.2836 1.0517  C3 1.096
9 H 0.1881 0.5452 0.6973  C4 1.082
10 H 0.0433 -0.2105 -0.9578  C4 1.080
11 H 0.8911 -1.5721 1.2600  C5 1.089
12 H -0.8128 -1.8567 1.4469  C5 1.101
13 H -0.1122 -2.3984 -0.0224  C5 1.092

ii | The following is a quantum chemistry calculation of a 2-piece molecular cluster, C3H9O overall, from the Open Molecules 2025 dataset.

Calculated values
Orbital gap   6.67 eV
LUMO energy   4.560 eV
Molar mass   61.1 g/mol
Total charge   -1
Multiplicity   1

Last columns: bonded neighbours and bond lengths (Å).
Positions of all 13 atoms, in Å:
1 C -2.4048 -1.2488 -0.8968  H2 1.047, H3 1.059, H4 1.063, H5 1.090
2 H -1.9635 -0.4850 -0.3334  C1 1.047
3 H -2.6277 -1.8663 -0.0658  C1 1.059
4 H -1.8028 -1.8317 -1.5514  C1 1.063
5 H -3.2448 -0.7831 -1.4127  C1 1.090
6 C 0.5439 0.8108 0.1520  O7 1.366, C8 1.556, H9 1.140, H10 1.156
7 O 0.5754 -0.3578 -0.5548  C6 1.366
8 C 1.6638 0.8659 1.2303  C6 1.556, H11 1.088, H12 1.081, H13 1.124
9 H -0.4571 0.9125 0.6877  C6 1.140
10 H 0.7009 1.8039 -0.4190  C6 1.156
11 H 1.6938 1.7594 1.8499  C8 1.088
12 H 2.6685 0.7954 0.8375  C8 1.081
13 H 1.6118 -0.0099 1.9333  C8 1.124

iii | The following is a quantum chemistry calculation of a 2-piece molecular cluster, C3H9O overall, from the Open Molecules 2025 dataset.

Calculated values
Orbital gap   5.83 eV
LUMO energy   3.855 eV
Molar mass   61.1 g/mol
Total charge   -1
Multiplicity   1

Last columns: bonded neighbours and bond lengths (Å).
Positions of all 13 atoms, in Å:
1 O -0.7379 2.6074 -2.6011  H2 0.962
2 H -1.2128 3.4363 -2.4892  O1 0.962
3 C -1.0466 -0.4129 0.9766  C4 1.499, H6 1.104, H7 1.090, H8 1.099
4 C -0.0474 -0.5751 -0.1293  C3 1.499, C5 1.560, H9 1.074, H10 1.080
5 C 1.4146 -0.6997 0.4014  C4 1.560, H11 1.097, H12 1.081, H13 1.106
6 H -1.2685 -1.3525 1.5119  C3 1.104
7 H -1.9313 0.1516 0.6805  C3 1.090
8 H -0.5112 0.1241 1.7716  C3 1.099
9 H 0.0398 0.2629 -0.7955  C4 1.074
10 H -0.2482 -1.4479 -0.7327  C4 1.080
11 H 1.7417 -1.5711 0.9816  C5 1.097
12 H 2.0697 -0.7659 -0.4564  C5 1.081
13 H 1.7381 0.2427 0.8807  C5 1.106

Of them, the most stable is i and the least stable is ii.

i | The following is a quantum chemistry calculation of a 2-piece molecular cluster, C4H11BrSi overall, from the Open Molecules 2025 dataset.

Calculated values
Orbital gap   8.38 eV
LUMO energy   -0.347 eV
Molar mass   167.1 g/mol
Total charge   0
Multiplicity   1

Last columns: bonded neighbours and bond lengths (Å).
Positions of all 17 atoms, in Å:
1 C -0.1978 2.3085 0.0160  C4 1.527, H7 1.087, H8 1.089, H9 1.085
2 C -0.1201 -0.9111 -1.7925  Si5 1.895, H10 1.088, H11 1.087, H12 1.086
3 C 0.1586 -2.0424 1.2118  Si5 1.893, H13 1.086, H14 1.087, H15 1.086
4 C -0.6845 1.0490 0.7285  C1 1.527, Si5 1.902, H16 1.093, H17 1.090
5 Si 0.1025 -0.5461 0.0534  C2 1.895, C3 1.893, C4 1.902
6 Br 3.1823 0.1692 0.0183  no bonds
7 H -0.3931 2.2562 -1.0524  C1 1.087
8 H -0.7044 3.1881 0.4094  C1 1.089
9 H 0.8708 2.4316 0.1593  C1 1.085
10 H -1.0110 -1.5100 -1.9690  C2 1.088
11 H -0.2081 0.0037 -2.3723  C2 1.087
12 H 0.7339 -1.4607 -2.1786  C2 1.086
13 H 0.9330 -1.9231 1.9631  C3 1.086
14 H -0.7891 -2.1791 1.7265  C3 1.087
15 H 0.3764 -2.9499 0.6574  C3 1.086
16 H -1.7707 0.9751 0.6262  C4 1.093
17 H -0.4786 1.1411 1.7949  C4 1.090

ii | The following is a quantum chemistry calculation of a 2-piece molecular cluster, C4H11BrSi overall, from the Open Molecules 2025 dataset.

Calculated values
Orbital gap   8.18 eV
LUMO energy   0.420 eV
Molar mass   167.1 g/mol
Total charge   0
Multiplicity   1

Last columns: bonded neighbours and bond lengths (Å).
Positions of all 17 atoms, in Å:
1 C 0.4428 -2.4071 1.0916  C4 1.493, H7 1.088, H8 1.089, H9 1.095
2 C 0.6385 2.3636 -0.1020  Si5 1.898, H10 1.087, H11 1.086, H12 1.088
3 C -0.9497 0.5166 -2.1600  Si5 1.896, H13 1.088, H14 1.089, H15 1.086
4 C 0.1932 -1.0019 1.5294  C1 1.493, H16 1.078, H17 1.078
5 Si 0.3780 0.6227 -0.8109  C2 1.898, C3 1.896, Br6 2.258
6 Br 2.3010 -0.1646 -1.6939  Si5 2.258
7 H -0.3579 -2.7703 0.4510  C1 1.088
8 H 1.3851 -2.4862 0.5524  C1 1.089
9 H 0.5031 -3.0727 1.9591  C1 1.095
10 H 0.3003 2.4078 0.9297  C2 1.087
11 H 1.6871 2.6476 -0.1137  C2 1.086
12 H 0.0780 3.1086 -0.6630  C2 1.088
13 H -1.5934 1.3933 -2.1405  C3 1.088
14 H -0.4971 0.4490 -3.1483  C3 1.089
15 H -1.5791 -0.3587 -2.0284  C3 1.086
16 H 0.9862 -0.5452 2.0990  C4 1.078
17 H -0.7955 -0.7821 1.9000  C4 1.078

Of them, the most stable is i and the least stable is ii.